ORCA calculation (ωB97M-V with the def2-TZVPD basis set) on a structure of composition C54H42N7O4P2PbS4Se2 at a distorted geometry.

Geometry as XYZ:
```
116
Properties=species:S:1:pos:R:3:lowdin_charge:R:1
Pb 0.022 -0.628 -0.740 0.978
O 2.691 1.922 3.959 0.049
C 3.641 1.298 3.240 -0.276
C 4.823 0.954 3.898 -0.029
C 5.833 0.282 3.240 -0.111
C 5.674 -0.093 1.913 -0.094
C 4.524 0.267 1.246 -0.033
C 3.503 0.976 1.880 -0.080
C 2.345 1.350 1.038 -0.447
O 2.234 0.961 -0.117 -0.091
N 1.461 2.186 1.660 0.108
N 0.438 2.640 1.039 -0.081
C -0.569 3.306 1.571 0.076
C -1.428 3.722 0.529 -0.142
C -2.624 4.434 0.428 -0.026
C -3.144 4.646 -0.832 -0.082
C -2.522 4.150 -1.980 -0.063
C -1.359 3.407 -1.905 0.016
C -0.825 3.223 -0.644 -0.227
O 0.312 2.577 -0.338 0.086
H 1.939 2.103 3.356 0.064
H 4.916 1.220 4.940 0.111
H 6.752 0.054 3.764 0.102
H 6.445 -0.654 1.405 0.103
H 4.380 -0.007 0.211 0.099
H -0.629 3.427 2.633 0.150
H -3.124 4.801 1.312 0.115
H -4.071 5.191 -0.942 0.103
H -2.961 4.340 -2.948 0.105
H -0.900 2.959 -2.770 0.121
Se -1.082 -4.362 5.283 0.344
P 0.140 -2.647 5.232 0.559
C -0.606 -1.515 6.443 -0.361
C -1.810 -0.890 6.138 -0.104
C -2.502 -0.211 7.124 -0.082
C -2.015 -0.171 8.421 -0.099
C -0.838 -0.829 8.733 -0.092
C -0.136 -1.505 7.751 -0.087
C 1.832 -2.920 5.865 -0.356
C 2.663 -1.827 6.090 -0.100
C 3.898 -2.021 6.678 -0.098
C 4.313 -3.297 7.029 -0.098
C 3.497 -4.385 6.778 -0.080
C 2.253 -4.197 6.202 -0.098
C 0.276 -1.762 3.678 -0.386
C 0.719 -1.986 2.360 -0.389
N 0.391 -0.871 1.679 -0.135
N -0.207 -0.040 2.497 -0.038
N -0.290 -0.541 3.688 0.000
P 1.677 -3.256 1.527 0.569
Se 2.617 -2.713 -0.274 0.325
C 3.034 -3.673 2.664 -0.354
C 3.734 -2.636 3.268 -0.089
C 4.909 -2.897 3.945 -0.091
C 5.384 -4.192 4.040 -0.090
C 4.704 -5.224 3.415 -0.082
C 3.544 -4.964 2.712 -0.089
C 0.666 -4.755 1.404 -0.343
C 0.097 -5.123 0.194 -0.134
C -0.703 -6.249 0.136 -0.105
C -0.924 -7.006 1.277 -0.088
C -0.335 -6.648 2.478 -0.097
C 0.465 -5.525 2.542 -0.162
H -2.193 -0.930 5.129 0.097
H -3.436 0.278 6.885 0.100
H -2.557 0.360 9.191 0.095
H -0.469 -0.827 9.750 0.098
H 0.777 -2.025 8.009 0.102
H 2.332 -0.834 5.816 0.120
H 4.544 -1.174 6.862 0.105
H 5.275 -3.440 7.502 0.104
H 3.823 -5.381 7.041 0.106
H 1.588 -5.033 6.033 0.062
H 3.358 -1.625 3.190 0.102
H 5.462 -2.088 4.391 0.091
H 6.300 -4.389 4.576 0.103
H 5.090 -6.231 3.457 0.100
H 3.036 -5.762 2.187 0.108
H 0.276 -4.521 -0.685 0.073
H -1.165 -6.529 -0.799 0.103
H -1.558 -7.881 1.228 0.100
H -0.512 -7.224 3.375 0.099
H 0.931 -5.231 3.472 0.046
S -3.328 -3.986 0.635 0.632
C -2.145 -3.051 0.150 -0.929
N -1.284 -2.377 -0.276 -0.074
S -1.173 -0.664 -3.433 0.507
C -2.542 -1.510 -3.066 -1.175
N -3.410 -1.209 -2.113 -0.059
C -4.598 -2.026 -2.008 -0.252
C -4.279 -3.351 -2.689 -0.440
S -3.069 -2.916 -3.984 0.900
H -3.114 -0.581 -1.353 0.054
H -5.430 -1.521 -2.521 0.115
H -4.856 -2.176 -0.957 0.090
H -5.138 -3.822 -3.158 0.071
H -3.803 -4.046 -1.995 0.017
C -10.040 1.760 3.666 -0.079
C -8.745 1.601 2.923 -0.762
O -8.195 0.560 2.703 0.043
S -8.051 3.148 2.372 0.993
C -6.527 2.522 1.682 -0.542
C -6.495 2.056 0.379 -0.092
C -5.324 1.528 -0.126 -0.018
C -4.180 1.457 0.675 -0.237
C -4.230 1.942 1.986 -0.025
C -5.398 2.478 2.485 -0.093
C -2.962 0.919 0.195 -0.126
C -1.876 0.500 -0.163 -0.188
H -10.730 0.986 3.336 0.087
H -10.470 2.746 3.518 0.059
H -9.843 1.608 4.728 0.089
H -7.384 2.100 -0.230 0.107
H -5.285 1.171 -1.146 0.114
H -3.338 1.882 2.598 0.121
H -5.441 2.857 3.496 0.106
```

Charge ... -1
HOMO ... -0.1802 Eh
E ... -10038.4603 a.u.
Lowest unoccupied orbital energy ... 1.57 eV
Energy relative to the best compared isomer or geometry (same formula, charge and spin) ... 3.4932 eV